Entry from OMol25: C38H55F3FeP2Si as an isolated structure in a non-equilibrium geometry (ωB97M-V/def2-TZVPD).

Positions of all 100 atoms, in Å:
Fe1 1.084 -0.224 1.319
C1 4.914 -0.714 0.433
Si1 3.199 -0.097 0.082
C2 3.238 1.731 -0.384
C3 4.453 2.286 -0.798
C4 4.537 3.605 -1.224
C5 3.398 4.395 -1.238
C6 2.186 3.872 -0.815
C7 2.094 2.552 -0.374
P1 0.525 1.853 0.231
C8 -0.063 2.866 1.650
C9 -0.013 4.402 1.541
C10 -1.023 5.040 2.512
C11 -1.148 4.214 3.788
C12 -1.793 2.849 3.483
C13 -1.459 2.370 2.058
C14 -0.696 1.959 -1.144
C15 -1.285 3.330 -1.484
C16 -2.349 3.165 -2.575
C17 -1.764 2.516 -3.827
C18 -1.138 1.163 -3.495
C19 -0.088 1.304 -2.395
C20 2.523 -1.056 -1.422
C21 3.246 -0.901 -2.612
C22 2.925 -1.616 -3.755
C23 1.876 -2.524 -3.724
C24 1.139 -2.691 -2.563
C25 1.434 -1.950 -1.414
P2 0.459 -2.186 0.119
C26 0.908 -3.928 0.594
C27 1.196 -4.039 2.103
C28 -0.075 -4.212 2.929
C29 -0.864 -5.428 2.453
C30 -1.233 -5.292 0.977
C31 0.002 -5.066 0.106
C32 -1.301 -1.793 -0.333
C33 -2.133 -1.620 0.954
C34 -3.504 -1.018 0.653
C35 -4.249 -1.876 -0.366
C36 -3.431 -2.004 -1.646
C37 -2.051 -2.619 -1.383
H1 5.512 -0.695 -0.484
H2 5.406 -0.099 1.189
H3 4.888 -1.743 0.797
H4 5.351 1.678 -0.794
H5 5.487 4.013 -1.544
H6 3.450 5.424 -1.570
H7 1.315 4.511 -0.819
H8 0.622 2.563 2.448
H9 0.997 4.736 1.782
H10 -0.230 4.749 0.531
H11 -0.710 6.060 2.737
H12 -2.005 5.110 2.034
H13 -0.155 4.073 4.226
H14 -1.744 4.747 4.529
H15 -1.446 2.109 4.206
H16 -2.877 2.917 3.589
H17 -1.506 1.277 2.020
H18 -2.201 2.742 1.346
H19 -1.527 1.330 -0.796
H20 -1.735 3.793 -0.605
H21 -0.500 3.995 -1.858
H22 -3.168 2.546 -2.190
H23 -2.770 4.143 -2.816
H24 -2.538 2.396 -4.587
H25 -0.996 3.174 -4.250
H26 -1.921 0.474 -3.158
H27 -0.682 0.723 -4.384
H28 0.339 0.328 -2.155
H29 0.737 1.927 -2.756
H30 4.077 -0.201 -2.644
H31 3.501 -1.479 -4.662
H32 1.631 -3.108 -4.603
H33 0.337 -3.416 -2.554
H34 1.863 -4.010 0.071
H35 1.843 -4.909 2.256
H36 1.753 -3.165 2.447
H37 0.187 -4.315 3.982
H38 -0.691 -3.309 2.843
H39 -0.256 -6.329 2.593
H40 -1.766 -5.556 3.053
H41 -1.751 -6.188 0.630
H42 -1.930 -4.459 0.863
H43 0.614 -5.974 0.133
H44 -0.286 -4.918 -0.937
H45 -1.154 -0.790 -0.756
H46 -2.274 -2.588 1.439
H47 -1.594 -0.991 1.669
H48 -4.077 -0.933 1.578
H49 -3.378 -0.004 0.251
H50 -4.422 -2.872 0.057
H51 -5.226 -1.444 -0.585
H52 -3.960 -2.613 -2.381
H53 -3.300 -1.009 -2.086
H54 -2.177 -3.649 -1.041
H55 -1.496 -2.639 -2.319
F1 2.449 -0.362 3.477
C38 1.093 0.036 3.408
F2 0.895 0.755 4.498
F3 0.423 -1.187 3.632

Calculated values
Charge: +1
ΔE to the lowest compared entry with this formula, charge and spin in kcal per mole: 3.6
2S+1: 6
Max |F| in eV/A: 1.734
HOMO-LUMO gap (alpha / beta) in eV: 8.286 / 7.964
E_LUMO (alpha / beta) in hartree: -0.073 / -0.148

Mulliken atomic charge list, values in e, 5 entries: atom 1 (Fe): 1.81, atom 2 (C): -1.29, atom 3 (Si): 0.74, atom 4 (C): 0.14, atom 5 (C): -0.78